(1)
Computed, not measured: a single C8H18O2Si molecule, with the ωB97M-V functional and the def2-TZVPD basis.

Properties
Kohn-Sham gap in eV: 10.3
SMILES: CC[Si](CC)(CC)OC(C)=O
HOMO energy in eV: -9.50
ΔE to the lowest compared entry with this formula, charge and spin in kcal per mole: 47.0

ORCA input file:
```
! RIJCOSX wB97M-V def2-TZVPD def2/J DEFGRID3
* xyz 0 1
O -2.348 1.269 0.266
O -1.413 -0.327 -1.083
C -2.330 0.595 -0.738
C -3.403 0.725 -1.765
C 1.727 -2.792 0.122
C 1.027 -0.095 2.471
C 0.521 2.461 -0.103
C 1.380 -1.689 -0.838
C -0.189 -0.409 1.534
C 1.044 1.178 -0.768
Si 0.138 -0.359 -0.304
H -3.074 0.491 -2.731
H -3.672 1.792 -1.837
H -4.396 0.141 -1.586
H 2.034 -3.561 -0.547
H 2.548 -2.453 0.775
H 0.867 -3.127 0.718
H 1.789 -0.839 2.222
H 0.699 -0.187 3.517
H 1.407 0.956 2.418
H -0.520 2.353 0.340
H 0.423 3.208 -0.875
H 1.041 2.906 0.738
H 0.790 -2.048 -1.735
H 2.259 -1.239 -1.346
H -0.512 -1.483 1.648
H -0.970 0.317 1.857
H 2.086 1.049 -0.486
H 1.047 1.166 -1.881
*
```

(2)
Computed, not measured: a molecular structure, C23H22Cl2MnNO3S2, with the ωB97M-V functional and the def2-TZVPD basis.

Properties
Kohn-Sham gap (alpha / beta) in eV: 5.8 / 7.2
Expectation value of S²: 4.194
HOMO energy (alpha / beta) in eV: -11.50 / -11.59

ORCA input file:
```
! RIJCOSX wB97M-V def2-TZVPD def2/J DEFGRID3
* xyz 1 4
Mn 0.158 1.022 0.221
C 0.354 2.880 1.442
C 1.243 2.957 0.344
C 2.199 1.875 0.459
C 1.885 1.132 1.605
C 0.718 1.727 2.209
C 0.048 1.321 3.471
C 2.652 -0.047 2.091
C 3.371 1.632 -0.435
C 1.292 4.019 -0.695
C -0.686 3.862 1.853
H 0.100 2.147 4.184
H 0.513 0.448 3.920
H -1.009 1.101 3.309
H 3.631 0.284 2.445
H 2.815 -0.768 1.289
H 2.148 -0.558 2.907
H 3.212 0.779 -1.100
H 4.252 1.407 0.165
H 3.585 2.504 -1.050
H 2.153 4.665 -0.503
H 0.396 4.634 -0.692
H 1.416 3.600 -1.694
H -0.401 4.294 2.816
H -1.664 3.397 1.975
H -0.788 4.670 1.134
Cl 0.096 0.949 -2.103
C -1.649 0.807 -2.436
C -1.984 0.474 -3.729
C -3.333 0.343 -4.017
C -4.276 0.539 -3.022
C -3.883 0.865 -1.734
Cl -5.099 1.102 -0.528
C -2.537 1.009 -1.394
S -2.076 1.486 0.241
H -1.223 0.311 -4.479
H -3.644 0.080 -5.019
H -5.331 0.436 -3.233
O 2.758 -3.622 -1.684
S 1.366 -3.319 -1.817
O 0.708 -3.438 -3.082
N 1.096 -1.799 -1.211
C 0.369 -1.863 -0.155
O 0.024 -0.799 0.532
C -0.060 -3.208 0.305
C -0.835 -3.581 1.386
C -1.082 -4.936 1.569
C -0.566 -5.883 0.687
C 0.209 -5.506 -0.405
C 0.444 -4.157 -0.566
H -1.239 -2.836 2.059
H -1.686 -5.265 2.404
H -0.774 -6.932 0.850
H 0.608 -6.241 -1.092
*
```

(3)
Computed, not measured: a gas-phase ion, C9H18NO3Si (charge +1), with the ωB97M-V functional and the def2-TZVPD basis.

Properties
Kohn-Sham gap in eV: 9.4
SMILES: CO[Si](C[C@@H]1C=CC=[N+]1C)(OC)OC
HOMO energy in eV: -13.57
ΔE to the lowest compared entry with this formula, charge and spin in kcal per mole: 0.0

ORCA input file:
```
! RIJCOSX wB97M-V def2-TZVPD def2/J DEFGRID3
* xyz 1 1
C -2.982 -1.535 -0.097
C -3.987 -0.620 -0.253
C -1.746 -0.715 0.100
C -3.537 0.676 -0.155
C -1.422 1.815 0.091
C 3.398 -1.851 -0.646
C 2.370 1.749 -1.491
C 1.026 0.096 2.772
C -0.594 -0.964 -0.805
N -2.256 0.626 -0.052
O 2.105 -1.524 -0.395
O 1.434 1.009 -0.774
O 0.532 -0.222 1.449
Si 1.076 -0.396 -0.118
H -2.774 -2.608 0.071
H -5.014 -0.886 -0.330
H -1.369 -0.789 1.176
H -4.090 1.624 -0.285
H -2.006 2.728 0.234
H -0.747 1.680 0.975
H -0.860 1.862 -0.756
H 3.559 -2.948 -0.854
H 3.937 -1.624 0.237
H 3.766 -1.234 -1.397
H 2.725 1.202 -2.354
H 3.246 1.952 -0.769
H 2.060 2.833 -1.801
H 0.171 0.192 3.487
H 1.633 0.906 2.788
H 1.610 -0.782 3.020
H -0.784 -0.247 -1.732
H -0.480 -2.005 -1.336
*
```

(4)
Computed, not measured: a single C14H14N6O3 molecule, with the ωB97M-V functional and the def2-TZVPD basis.

Properties
Kohn-Sham gap in eV: 8.6
SMILES: Cc1cc([N+](=O)[O-])nn1CC(=O)NCc1nc2ccccc2[nH]1
HOMO energy in eV: -8.62
ΔE to the lowest compared entry with this formula, charge and spin in kcal per mole: 0.0

ORCA input file:
```
! RIJCOSX wB97M-V def2-TZVPD def2/J DEFGRID3
* xyz 0 1
C 1.981 -3.202 -2.320
C 1.064 -3.408 -1.175
C 1.162 -4.240 -0.082
C -0.014 -3.993 0.651
N -0.770 -3.084 0.050
N -0.116 -2.747 -1.043
C -0.659 -1.728 -1.891
H -1.710 -1.615 -1.619
H -0.577 -2.026 -2.941
C 0.085 -0.396 -1.696
O 1.171 -0.330 -1.160
N -0.555 0.665 -2.216
H -1.514 0.585 -2.513
C -0.003 2.008 -2.090
C -0.234 2.568 -0.725
N -1.066 3.525 -0.438
C -0.968 3.701 0.920
C -1.624 4.591 1.764
C -1.324 4.536 3.108
C -0.397 3.623 3.618
C 0.267 2.731 2.800
C -0.029 2.782 1.447
N 0.426 2.075 0.365
H 1.086 1.312 0.350
H 0.982 2.025 3.194
H -0.196 3.617 4.679
H -1.815 5.213 3.790
H -2.340 5.294 1.368
H 1.073 1.940 -2.281
H -0.474 2.655 -2.828
N -0.405 -4.604 1.868
O -1.460 -4.277 2.365
O 0.359 -5.429 2.332
H 1.944 -4.922 0.173
H 2.836 -3.864 -2.225
H 1.479 -3.410 -3.265
H 2.334 -2.171 -2.334
*
```

(5)
Computed, not measured: a gas-phase ion, C2H8BrN3 (charge +2), with the ωB97M-V functional and the def2-TZVPD basis.

Properties
Kohn-Sham gap in eV: 8.6
SMILES: N/C(C[NH3+])=[NH+]\Br
HOMO energy in eV: -18.00
ΔE to the lowest compared entry with this formula, charge and spin in kcal per mole: 27.5

ORCA input file:
```
! RIJCOSX wB97M-V def2-TZVPD def2/J DEFGRID3
* xyz 2 1
C 0.539 -0.075 -0.438
C -0.773 -0.690 0.119
N 0.625 0.474 -1.580
N 1.799 -0.229 0.483
N -1.626 0.301 0.828
Br 3.592 0.286 0.281
H -1.338 -1.067 -0.773
H -0.322 -1.460 0.802
H 0.002 0.373 -2.298
H 1.353 1.166 -1.834
H 1.603 -0.801 1.319
H -2.624 0.349 0.509
H -1.087 1.188 0.738
H -1.743 0.186 1.845
*
```

(6)
Computed, not measured: a single C4H9NO2 molecule, with the ωB97M-V functional and the def2-TZVPD basis.

Properties
Kohn-Sham gap in eV: 10.8
SMILES: C[C@@H](O)CC(N)=O
HOMO energy in eV: -9.96
ΔE to the lowest compared entry with this formula, charge and spin in kcal per mole: 12.1

ORCA input file:
```
! RIJCOSX wB97M-V def2-TZVPD def2/J DEFGRID3
* xyz 0 1
C 0.303 0.416 -0.743
C -0.229 -1.003 -0.590
C 0.402 -1.899 0.469
O -1.636 -0.954 -0.424
C 0.174 1.254 0.516
N 0.130 2.599 0.296
O 0.139 0.768 1.622
H 1.335 0.462 -1.055
H -0.287 0.822 -1.575
H -0.113 -1.505 -1.553
H 0.151 -2.924 0.224
H 1.488 -1.844 0.419
H 0.025 -1.664 1.454
H -1.812 -0.670 0.482
H 0.087 2.984 -0.631
H -0.156 3.156 1.087
*
```

Number 1: DFT total energy -755.62733 hartree. Number 2: DFT total energy -4037.66883 hartree. Number 3: DFT total energy -923.49526 hartree. Number 4: DFT total energy -1096.10291 hartree. Number 5: DFT total energy -2818.53957 hartree. Number 6: DFT total energy -363.06624 hartree.